Record 1
ORCA calculation (wB97M-V/def2-TZVPD) on a molecular structure, C7H16N2O3SSi in a non-equilibrium geometry.

## Properties
LUMO = 0.60 eV
orbital gap = 9.8 eV
F_max = 3.372 eV Å⁻¹
spin multiplicity = 1
energy above the lowest of the compared OMol25 structures with the same formula, charge and spin = 0.0 kJ/mol

Element x y z (Å)
C 0.359 1.905 0.709
C 1.426 1.197 -0.129
C -1.278 1.152 -0.975
C -1.936 2.681 0.861
C -0.448 -1.505 -2.628
C -1.564 -1.539 0.492
C 2.166 -1.606 1.819
N -0.883 1.869 0.240
N 0.998 -0.165 -0.356
O 0.643 2.475 1.726
O 3.178 -1.437 -0.517
O 0.984 -2.514 -0.303
Si -0.648 -0.675 -0.943
S 1.887 -1.479 0.026
H 1.639 1.729 -1.124
H 2.366 1.161 0.523
H -2.314 1.084 -1.014
H -0.783 1.670 -1.800
H -1.494 3.235 1.757
H -2.186 3.524 0.238
H -2.654 2.024 1.343
H 0.070 -2.469 -2.658
H -1.343 -1.401 -3.237
H 0.375 -1.046 -3.139
H -1.704 -0.869 1.284
H -2.570 -1.896 0.197
H -0.926 -2.369 0.802
H 1.251 -1.594 2.362
H 2.740 -2.489 2.202
H 2.649 -0.652 2.242

---

Record 2
ORCA calculation (wB97M-V/def2-TZVPD) on a gas-phase ion, C7H16N2P (charge +1) in a non-equilibrium geometry.

## Properties
LUMO (alpha / beta) = -4.93 / -4.85 eV
orbital gap (alpha / beta) = 7.2 / 7.6 eV
F_max = 3.437 eV Å⁻¹
charge = +1
spin multiplicity = 1
energy above the lowest of the compared OMol25 structures with the same formula, charge and spin = 422.8 kJ/mol

Element x y z (Å)
C -1.315 1.147 -0.061
C 0.252 -1.840 0.374
C -0.881 -1.545 -0.660
C 0.619 -0.585 1.264
C -2.198 -1.075 -0.052
C -1.505 2.591 -0.258
C 3.428 0.061 -0.498
N 0.828 0.668 0.649
N -2.315 0.352 -0.053
P 2.016 1.295 -0.329
H -0.068 -2.672 0.915
H 1.153 -2.176 -0.214
H -0.583 -0.645 -1.241
H -0.876 -2.566 -1.239
H -0.148 -0.390 1.997
H 1.553 -0.810 1.728
H -2.986 -1.395 -0.801
H -2.457 -1.512 0.904
H -1.127 3.272 0.423
H -2.551 2.757 -0.362
H -1.073 2.809 -1.270
H 3.898 0.146 -1.452
H 2.911 -0.979 -0.402
H 4.160 0.204 0.247
H -3.257 0.636 -0.061
H 2.523 2.252 0.451

---

Record 3
ORCA calculation (wB97M-V/def2-TZVPD) on 2 unconnected molecules or ions with the total composition C7H16N3 in a non-equilibrium geometry.

## Properties
LUMO = -2.72 eV
orbital gap = 9.2 eV
F_max = 10.243 eV Å⁻¹
charge = +1
spin multiplicity = 1
energy above the lowest of the compared OMol25 structures with the same formula, charge and spin = 306.1 kJ/mol

Element x y z (Å)
C -0.773 1.930 -0.448
C -1.741 1.294 0.592
C 0.328 1.182 -0.994
C 1.343 1.617 -1.883
C 1.404 -0.663 -1.830
N 0.444 -0.234 -0.979
N 2.038 0.476 -2.338
H -1.189 2.548 -1.315
H -0.596 3.006 -0.024
H -1.606 0.231 0.649
H 1.822 2.636 -2.021
H 1.377 -1.661 -2.457
H 2.491 0.560 -3.093
H -2.748 1.201 0.234
H -1.523 1.813 1.564
C -0.580 -1.333 2.570
C -1.934 -1.922 2.541
N 0.324 -1.661 1.353
H -0.704 -0.261 2.491
H 0.066 -1.603 3.385
H -1.950 -2.848 3.204
H -2.391 -2.204 1.636
H 1.253 -1.168 1.544
H 0.341 -2.618 1.093
H 0.051 -1.035 0.451
H -2.625 -1.277 3.123

---

Record 4
ORCA calculation (wB97M-V/def2-TZVPD) on C7H16O in the gas phase.

## Properties
LUMO = 1.03 eV
orbital gap = 11.1 eV
F_max = 0.828 eV Å⁻¹
SMILES = CC(C)[C@H](C)[C@H](C)O
spin multiplicity = 1
energy above the lowest of the compared OMol25 structures with the same formula, charge and spin = 38.2 kJ/mol

Element x y z (Å)
C 0.023 1.900 -0.577
C -0.717 0.749 0.125
C -2.207 0.874 -0.236
C -0.128 -0.645 -0.261
C -1.085 -1.797 0.113
C 1.272 -1.018 0.316
C 2.130 0.055 0.963
O 2.043 -1.611 -0.739
H -0.572 2.820 -0.576
H 0.956 2.152 -0.072
H 0.250 1.654 -1.619
H -0.639 0.891 1.210
H -2.386 0.603 -1.282
H -2.825 0.233 0.401
H -2.568 1.898 -0.087
H -0.063 -0.671 -1.358
H -0.642 -2.770 -0.130
H -1.311 -1.785 1.185
H -2.028 -1.740 -0.440
H 1.153 -1.807 1.068
H 2.513 0.769 0.230
H 1.601 0.577 1.764
H 3.021 -0.408 1.405
H 2.206 -0.921 -1.404

---

Record 5
ORCA calculation (wB97M-V/def2-TZVPD) on 2 unconnected molecules or ions with the total composition C7H16O2 in a non-equilibrium geometry.

## Properties
LUMO = 0.81 eV
orbital gap = 9.6 eV
F_max = 2.161 eV Å⁻¹
SMILES = C/C=C(\C)CCCO.O
spin multiplicity = 1
energy above the lowest of the compared OMol25 structures with the same formula, charge and spin = 210.7 kJ/mol

Element x y z (Å)
C 1.346 -2.071 0.171
C 0.390 -0.921 -0.013
C -0.572 -0.632 0.869
C -0.829 -1.469 2.113
C -1.416 0.644 0.742
C -0.680 1.818 0.081
C -0.995 2.024 -1.438
O -0.246 1.161 -2.275
H 1.761 -2.081 1.181
H 0.937 -3.024 -0.173
H 2.276 -1.893 -0.356
H 0.344 -0.446 -0.980
H 0.086 -1.965 2.412
H -1.141 -0.820 2.932
H -1.561 -2.246 1.847
H -1.517 0.929 1.792
H -2.387 0.502 0.292
H -1.010 2.756 0.536
H 0.405 1.768 0.074
H -2.082 1.912 -1.460
H -0.599 3.006 -1.637
H -0.792 0.427 -2.566
O 2.932 -0.012 -1.584
H 2.265 0.595 -1.920
H 3.084 0.038 -0.641

---

Record 6
ORCA calculation (wB97M-V/def2-TZVPD) on C7H16OSi in the gas phase in a non-equilibrium geometry.

## Properties
LUMO = 0.87 eV
orbital gap = 9.3 eV
F_max = 2.207 eV Å⁻¹
SMILES = CC/C=C\O[Si](C)(C)C
spin multiplicity = 1
energy above the lowest of the compared OMol25 structures with the same formula, charge and spin = 5.0 kJ/mol

Element x y z (Å)
C -1.838 -0.609 -3.189
C -1.290 -1.537 -2.124
C 0.151 -1.223 -1.907
C 0.596 -0.526 -0.851
O -0.251 -0.036 0.088
Si 0.479 0.640 1.446
C 2.045 1.553 0.886
C -0.751 1.768 2.325
C 0.825 -0.795 2.598
H -2.910 -0.697 -3.273
H -1.602 0.438 -2.977
H -1.362 -0.837 -4.162
H -1.430 -2.596 -2.391
H -1.861 -1.431 -1.192
H 0.811 -1.557 -2.642
H 1.641 -0.226 -0.835
H 1.908 1.796 -0.173
H 2.211 2.409 1.532
H 2.930 0.913 0.979
H -1.724 1.287 2.215
H -0.524 1.833 3.381
H -0.667 2.730 1.833
H 0.943 -0.495 3.628
H -0.032 -1.457 2.533
H 1.702 -1.343 2.274

---

Record 7
ORCA calculation (wB97M-V/def2-TZVPD) on C7H16OSi in the gas phase in a non-equilibrium geometry.

## Properties
LUMO = 0.65 eV
orbital gap = 9.5 eV
F_max = 3.048 eV Å⁻¹
SMILES = CC[Si](C=O)(CC)CC
spin multiplicity = 1
energy above the lowest of the compared OMol25 structures with the same formula, charge and spin = 256.0 kJ/mol

Element x y z (Å)
C -1.848 2.137 1.221
C -0.689 1.797 0.315
Si -0.158 -0.025 0.156
C -1.348 -1.451 0.586
O -2.545 -1.441 0.303
C 1.434 -0.550 1.222
C 2.614 0.246 0.626
C -0.007 -0.448 -1.727
C -0.249 -1.936 -2.023
H -2.699 1.567 0.989
H -1.514 1.936 2.323
H -2.395 3.125 1.220
H 0.160 2.394 0.564
H -0.968 2.171 -0.714
H -0.818 -2.434 0.928
H 1.184 -0.109 2.211
H 1.604 -1.631 1.348
H 2.429 0.333 -0.449
H 2.701 1.278 0.935
H 3.607 -0.150 0.770
H -0.610 0.278 -2.258
H 1.011 -0.245 -2.036
H 0.745 -2.437 -2.052
H -1.021 -2.468 -1.398
H -0.619 -1.939 -3.061

---

Record 8
ORCA calculation (wB97M-V/def2-TZVPD) on a gas-phase ion, C7H16PS2 (charge +1) in a non-equilibrium geometry.

## Properties
LUMO = -4.44 eV
orbital gap = 8.2 eV
F_max = 4.523 eV Å⁻¹
charge = +1
spin multiplicity = 1
energy above the lowest of the compared OMol25 structures with the same formula, charge and spin = 79.9 kJ/mol

Element x y z (Å)
C 2.325 -0.114 -0.220
C -2.067 -0.878 -1.132
C 0.406 -2.005 1.856
C -0.313 2.723 -1.133
C -0.493 -0.868 -1.330
C -0.278 -0.726 1.645
C -0.245 1.797 0.093
P 0.245 0.038 -0.005
S 2.888 -0.834 -1.546
S 3.088 0.800 0.986
H -2.617 -1.633 -0.476
H -2.441 0.135 -0.815
H -2.497 -1.211 -2.180
H 0.018 -2.721 0.981
H 1.441 -1.911 1.945
H 0.075 -2.429 2.759
H -0.994 3.556 -1.001
H 0.667 2.986 -1.365
H -0.746 2.270 -1.949
H -0.355 -0.522 -2.274
H -0.031 -1.821 -1.084
H -0.175 0.051 2.417
H -1.345 -0.932 1.481
H -1.352 1.746 0.447
H 0.412 2.243 0.903
H 4.383 0.260 0.997

---

Record 9
ORCA calculation (wB97M-V/def2-TZVPD) on C7H17BO2 in the gas phase in a non-equilibrium geometry.

## Properties
LUMO = 0.42 eV
orbital gap = 9.7 eV
F_max = 3.715 eV Å⁻¹
SMILES = CC[C@@H](C)B(O)C(C)(C)O
spin multiplicity = 1
energy above the lowest of the compared OMol25 structures with the same formula, charge and spin = 93.1 kJ/mol

Element x y z (Å)
C 2.764 1.238 -0.493
C 1.295 1.025 -0.198
C 0.755 -0.351 -0.558
C 1.312 -1.293 0.504
B -0.890 -0.433 -0.808
O -1.334 -1.565 -1.322
C -1.940 0.284 0.237
C -1.864 -0.605 1.640
C -3.407 0.348 -0.085
O -1.681 1.736 0.478
H 2.911 0.635 -1.484
H 3.396 0.900 0.344
H 3.116 2.233 -0.833
H 1.157 1.250 0.799
H 0.700 1.758 -0.768
H 1.290 -0.617 -1.473
H 0.726 -2.142 0.675
H 2.408 -1.483 0.271
H 1.500 -0.953 1.621
H -0.934 -2.265 -1.865
H -1.641 -1.674 1.308
H -2.797 -0.508 2.141
H -1.094 -0.192 2.296
H -4.031 0.996 0.631
H -3.958 -0.600 -0.275
H -3.591 1.079 -0.967
H -0.785 1.778 0.772